14
Properties=species:S:1:pos:R:3:forces:R:3 method="wB97M-V/def2-TZVPD" e_homo_ev=-10.51 smiles="N#CCCC=O.O" largest_force_ha_per_bohr=0.0237 e_above_lowest_ev=1.402 e_tot_ha=-361.82933
O 1.258245 -0.895775 1.467497 0.1 0.0 -0.5
O -1.508397 -1.710426 0.980679 0.0 0.0 0.2
N -2.047461 1.155175 0.699570 0.8 0.1 -0.9
C 1.238782 0.590094 -0.417310 0.0 0.1 0.1
C 1.147948 -0.750188 0.273622 0.1 0.0 0.3
C -1.215136 1.048366 -0.096560 -0.6 0.1 0.7
C -0.120846 0.919259 -1.071070 0.1 0.0 -0.1
H -0.734630 -1.684220 1.560800 -0.2 -0.1 0.0
H -2.052489 -0.973516 1.293901 0.1 -0.2 -0.2
H 0.917984 -1.608154 -0.389874 0.0 0.0 0.1
H -0.049287 1.864462 -1.613529 0.0 -0.1 0.0
H 1.526060 1.350305 0.312895 -0.1 -0.1 -0.1
H -0.374223 0.143228 -1.802574 -0.1 0.1 0.2
H 2.013450 0.551392 -1.198047 -0.3 -0.1 0.1